Record 1
The following is a DFT calculation (the ωB97M-V functional and the def2-TZVPD basis) of a 6-piece molecular cluster, C18H51N3O9 overall at a distorted geometry.

**Energy above the lowest of the compared OMol25 structures with the same formula, charge and spin**: 22.8 kcal/mol
**LUMO level (alpha / beta)**: -2.5797 / -8.3421 eV
**DFT total energy**: -1557.295825 Eh
**Kohn-Sham gap (alpha / beta)**: 8.197 / 2.435 eV
**<S²>**: 0.755

Geometry as ORCA input:
```
! wB97M-V def2-TZVPD RIJCOSX def2/J DEFGRID3
* xyz 1 2
O 2.6016 0.6694 5.4278
O 0.8264 0.7566 0.7787
O -4.1246 3.4999 -0.7831
O -1.3592 -0.4800 -3.0515
O -3.3117 -2.1891 -0.3641
O 6.0080 1.2489 0.8868
O -2.4275 5.3892 0.3562
O 5.2347 -1.3382 4.6922
O 5.5057 -1.6243 -0.0142
N 0.0941 -2.0892 -5.9306
N -4.4375 -2.1448 -2.8257
N 0.0248 2.7224 3.8761
C -0.8488 -0.6717 -4.3369
C 4.0205 0.8540 5.2652
C 4.7781 -0.4830 -0.4161
C 1.0156 -0.4873 0.0786
C 4.5035 -0.1983 4.1995
C 5.6185 0.7733 -0.4298
C 0.5593 2.3563 2.5133
C 1.9167 3.1233 2.6378
C -5.1290 -2.7783 -1.7492
C -4.0606 -3.3348 -0.8423
C -2.9223 -2.2508 0.9963
C -3.7196 3.4308 0.5733
C 0.3856 -2.6688 -3.6369
C -0.5593 -2.0882 -4.6687
C -6.0801 -3.8965 -2.2784
C -2.3663 4.0990 0.8743
C 0.7342 0.8262 2.1843
C -1.0188 0.7241 -2.4727
H 5.1261 0.3845 3.5206
H -1.4484 0.8385 -1.4775
H 1.3146 -0.3947 -0.9655
H 4.1323 1.8912 4.9494
H -6.1520 -4.6991 -1.5444
H -3.3477 -3.9797 -1.3560
H -1.5224 -2.5669 -4.8453
H 3.7219 -0.6340 3.5770
H 2.6046 3.2592 1.8034
H -4.4949 3.9264 1.1575
H 0.5735 -3.6990 -3.9397
H -0.2266 3.6980 3.8049
H -2.0758 -2.9205 1.1482
H 0.0866 -1.0572 0.0919
H 6.3854 0.6724 -1.1978
H 5.9833 -1.3630 0.7766
H -0.0589 2.8030 1.7346
H 1.7863 -1.0906 0.5584
H -3.7545 -2.5450 1.6358
H 4.5726 -2.0251 4.5846
H 4.9583 1.5678 -0.7777
H -5.6100 -4.5122 -3.0453
H 1.4328 -2.3732 -3.7024
H -5.6848 -1.9541 -1.3021
H -1.5931 3.6046 0.2863
H 4.3808 -0.5287 -1.4300
H -1.4958 -0.4319 -5.1807
H -0.0014 -2.6387 -2.6184
H -4.0339 -1.2917 -2.4661
H -4.4441 -3.9377 -0.0192
H 1.6185 4.1549 2.8245
H 3.9485 -0.3120 0.2699
H -3.7635 2.3601 0.7731
H -3.6840 -2.7420 -3.1349
H 0.0370 0.9246 -2.2902
H -3.8522 4.3151 -1.2110
H -0.6864 -2.1804 -6.5652
H -2.1460 4.1965 1.9373
H 6.2616 2.1742 0.8527
H -1.5320 5.7350 0.3530
H -0.1287 0.2673 2.5466
H -1.2638 1.5916 -3.0854
H -7.0689 -3.5793 -2.6096
H 0.7100 2.6276 4.6121
H -2.5994 -1.2488 1.2790
H 2.3287 1.0340 6.2729
H 1.6390 0.3626 2.5774
H 2.4941 2.7064 3.4631
H -0.0061 0.0168 -4.3998
H 0.6056 -2.9570 -6.0038
H 4.5112 0.8005 6.2370
*
```

These are the Mulliken partial charges, in e, on atoms 1 to 5:
1 O -0.574
2 O -0.319
3 O -0.536
4 O -0.069
5 O -0.118


Record 2
The following is a DFT calculation (the ωB97M-V functional and the def2-TZVPD basis) of a 7-piece molecular cluster, C18H52N2O12 overall at a distorted geometry.

**Energy above the lowest of the compared OMol25 structures with the same formula, charge and spin**: 45.0 kcal/mol
**LUMO level (alpha / beta)**: -3.6153 / -9.0118 eV
**DFT total energy**: -1728.802517 Eh
**Kohn-Sham gap (alpha / beta)**: 7.556 / 2.158 eV
**<S²>**: 0.754

Geometry as ORCA input:
```
! wB97M-V def2-TZVPD RIJCOSX def2/J DEFGRID3
* xyz 1 2
O -6.9745 1.0886 -0.7175
O 3.8918 -3.1942 -4.7357
O -0.4472 1.1188 1.6564
O -3.2494 -0.9611 -1.3811
O 5.5386 -3.2980 -2.1985
O -4.3449 0.2389 0.9571
O -0.5578 -1.0956 0.2317
O 0.6669 -1.3174 -5.3028
O -2.3551 -0.9351 -4.9074
O 4.2617 1.8247 2.2670
O -1.9388 -3.4407 0.0483
O -0.7256 -1.0595 -2.9464
N 4.6138 2.8949 5.8052
N -1.1193 1.2876 5.3682
C -1.4655 1.0775 3.9875
C 4.8539 2.2242 4.6007
C -0.3051 1.4947 3.0281
C -0.4298 -1.7864 -6.1375
C -3.3870 -2.4048 -1.5899
C 4.9173 0.7972 5.0060
C -2.8451 1.8382 3.7460
C 4.2249 -2.8970 -2.3725
C -1.5963 -0.7954 -6.0722
C -4.6612 1.4412 0.0891
C 3.3021 1.9448 1.1602
C -3.3209 -3.2381 -0.2409
C -0.9247 2.2149 0.9263
C -0.0885 -0.1094 -2.0364
C 3.9226 -2.1640 -3.7344
C 3.7208 2.4214 3.4871
C 0.3804 -0.8538 -0.7295
C -5.6595 0.9570 -0.9989
H 1.0317 -1.7240 -0.8110
H -5.4811 1.7151 -1.7615
H -2.3335 -0.7292 -1.5510
H -7.1485 1.8531 -1.2714
H -3.7277 1.8388 -0.3092
H 1.0538 -0.1460 -0.2463
H -2.0117 2.2673 0.9884
H 4.4731 3.8855 5.6671
H 0.1200 2.4977 3.0634
H -3.7092 -2.5799 0.5364
H -1.2375 0.2327 -6.0227
H -3.3689 1.3669 2.9144
H -2.9713 2.9121 3.6087
H -4.2470 -2.6421 -2.2163
H -3.9114 -4.1391 -0.4070
H 4.6913 -1.4183 -3.9377
H 0.5014 0.8934 3.4477
H -0.7756 0.7019 -1.7957
H 0.8104 0.3568 -2.4397
H -1.6952 -0.9747 -4.2114
H -0.6628 -2.7415 -5.6668
H 3.3596 3.4385 3.3344
H -2.5147 -2.7095 -2.1681
H -1.5796 -0.0033 4.0713
H -0.1340 -2.0765 -7.1457
H -1.4197 -2.6393 0.1475
H -5.1383 2.1289 0.7873
H -0.3772 0.6628 5.6492
H 1.4524 -1.2132 -5.8449
H -3.5011 1.5673 4.5734
H -5.3435 -0.0174 -1.3716
H 4.0010 0.2752 5.2817
H 5.4153 0.2013 4.2412
H -3.5912 -0.1666 0.5223
H -1.9619 1.1342 5.9035
H -2.1598 -1.0062 -6.9811
H 5.6332 -4.1009 -2.7163
H -0.0583 -1.4122 -3.5397
H 4.6668 -3.1727 -5.3018
H -0.5509 1.9062 -0.0500
H 5.8061 2.5545 4.1855
H 3.6638 2.6961 6.0847
H 2.9880 2.9809 1.0343
H 5.5192 0.6025 5.8937
H 3.7679 -2.3510 -1.5472
H 2.9399 1.7764 3.8900
H 3.7534 -3.8718 -2.4975
H 3.7519 1.5120 0.2667
H 2.9448 -1.6884 -3.8096
H 2.4076 1.4046 1.4703
H -0.6531 -0.3115 0.7773
H -0.3869 3.1586 1.0179
*
```

These are the Mulliken partial charges, in e, on atoms 1 to 5:
1 O -0.500
2 O -0.559
3 O -0.408
4 O -0.259
5 O -0.570


Q: Which of these has the highest energy above the lowest of the compared OMol25 structures with the same formula, charge and spin?
A: C18H52N2O12


Q: What is the formula in the second record?
A: C18H52N2O12


Q: What is the energy above the lowest of the compared OMol25 structures with the same formula, charge and spin in the first record?
A: 22.8 kcal/mol


Q: The lowest <S²> belongs to which entry?
A: C18H52N2O12